DFT (the ωB97M-V functional and the def2-TZVPD basis) results for C10H11F3N2V as an isolated structure.

Geometry as XYZ:
```
27
Properties=species:S:1:pos:R:3
V 3.16893 15.54358 -16.42038
F 1.61971 16.79787 -16.25719
F 2.49999 14.48047 -14.85194
F -1.87206 10.61391 -14.10694
C -0.58614 10.26639 -14.33004
C 0.33413 11.28908 -14.52037
C 1.59250 11.03476 -15.02122
C 1.98214 9.71158 -15.18670
C 1.11049 8.69268 -14.93526
C -0.23166 8.99138 -14.69917
H -0.04020 12.30358 -14.44954
H 2.19837 11.85071 -15.38989
H 2.98291 9.41426 -15.47663
H 1.41819 7.67305 -15.12057
H -1.00537 8.23834 -14.60968
C 4.97151 18.07165 -12.54659
C 4.48479 17.37628 -13.75814
N 4.13259 16.84777 -14.70929
H 5.44677 17.26932 -11.98580
H 4.08733 18.47770 -12.05683
H 5.55763 18.91043 -12.91767
C 4.17482 12.80516 -12.86899
C 4.32998 14.08720 -12.18744
N 4.40732 15.10079 -11.65435
H 4.57329 13.12926 -13.83711
H 3.13730 12.56725 -13.08899
H 4.79854 12.04017 -12.41852
```

charge = +1
<S²> = 2.044
gap between HOMO and LUMO (alpha / beta) = 3.20 / 4.33 eV
largest force on an atom = 0.1725 hartree/bohr
spin multiplicity = 3
electronic energy = -1740.41719 hartree
lowest unoccupied orbital energy (alpha / beta) = -8.3 / -7.2 eV
HOMO (alpha / beta) = -11.54 / -11.54 eV

Atom charges from the Löwdin analysis, given in e for atoms 1 to 4:
1 V 1.52
2 F -0.40
3 F -0.40
4 F 0.07